Density functional theory data (ωB97M-V with the def2-TZVPD basis set) for C21H46NO2P3Tm as an isolated structure in a non-equilibrium geometry.

Last column: Löwdin spin population.
Element x y z (Å)
Tm1 -0.15818 -0.21454 0.50733  2.017
P1 1.99038 0.73395 1.98858  -0.002
P2 -0.70812 2.43184 -0.31664  -0.002
P3 2.30807 -0.61074 -1.00905  -0.003
H1 -1.55515 -2.59911 0.67317  0.000
C1 -0.50958 -2.62727 0.31818  -0.003
C2 0.56588 -2.53171 1.19923  -0.001
H2 0.41611 -2.49657 2.28854  0.000
C3 1.63334 1.06901 3.73628  -0.001
C4 2.74811 2.33642 1.52056  0.000
C5 3.46393 -0.34871 2.14863  0.000
C6 -2.17851 1.83501 -1.26535  0.000
C7 -1.42231 3.92836 0.49951  -0.001
C8 0.35772 3.16172 -1.62427  0.000
C9 3.32674 -2.14302 -0.97976  0.000
C10 3.50167 0.65965 -1.60403  -0.001
C11 1.50840 -0.93033 -2.62357  0.000
H3 -0.42307 -3.00624 -0.70806  0.000
H4 1.57309 -2.86461 0.93952  0.000
H5 1.43062 0.14632 4.28650  0.000
H6 0.77990 1.74701 3.83304  0.000
H7 2.51537 1.55309 4.17021  0.000
H8 1.98608 3.12843 1.55037  0.000
H9 3.19467 2.30070 0.51811  0.000
H10 3.52800 2.55662 2.26458  0.000
H11 3.16415 -1.29228 2.62497  0.000
H12 4.19113 0.16716 2.79189  0.000
H13 3.92607 -0.56688 1.17437  0.000
H14 -2.29513 2.43753 -2.18292  0.000
H15 -3.08246 1.94493 -0.64544  0.000
H16 -2.12672 0.75932 -1.55573  0.000
H17 -1.61012 4.75151 -0.21253  0.000
H18 -0.73706 4.30526 1.27800  0.000
H19 -2.37219 3.66518 0.99175  0.000
H20 -0.10249 4.04091 -2.10700  0.000
H21 0.59059 2.40674 -2.38406  0.000
H22 1.31613 3.46824 -1.17377  0.000
H23 3.80322 -2.26332 -1.96073  0.000
H24 2.67134 -3.00242 -0.81350  0.000
H25 4.10951 -2.14972 -0.21722  0.000
H26 3.93091 0.32645 -2.55864  0.000
H27 4.33296 0.85161 -0.91354  0.000
H28 2.97121 1.60360 -1.78228  0.000
H29 2.28226 -1.29138 -3.31485  0.000
H30 1.05768 -0.01435 -3.02761  0.000
H31 0.71979 -1.68497 -2.54137  0.000
C12 -1.60938 -1.90660 -4.24516  0.000
C13 -2.76505 -1.48921 -4.93253  0.000
C14 -3.22122 -2.27296 -6.00025  0.000
C15 -2.45442 -3.34665 -6.48757  0.000
C16 -1.22866 -3.64392 -5.87602  0.000
C17 -0.79351 -2.93563 -4.74124  0.000
O1 -1.34981 -1.37707 -2.97881  0.000
H32 -1.51846 -0.39946 -3.00664  0.000
H33 -3.30933 -0.60571 -4.57015  0.000
H34 -4.18918 -2.04237 -6.45054  0.000
H35 -2.79444 -3.94408 -7.34161  0.000
H36 -0.60704 -4.45119 -6.26564  0.000
H37 0.16076 -3.16772 -4.25469  0.000
C18 -2.62051 0.67593 5.50533  0.000
N1 -2.28245 0.79535 4.08877  0.001
C19 -2.60065 2.04578 3.39023  0.000
C20 -1.59082 -0.15163 3.48521  0.000
C21 -1.18683 -1.38697 4.19978  0.000
O2 -1.24021 0.02252 2.24780  -0.003
H38 -3.20547 1.55150 5.78035  0.000
H39 -1.72014 0.64431 6.13330  0.000
H40 -3.20898 -0.23038 5.69040  0.000
H41 -1.67454 2.58621 3.12638  0.000
H42 -3.18116 1.83471 2.47704  0.000
H43 -3.18723 2.65481 4.08293  0.000
H44 -1.17870 -2.23513 3.50968  0.000
H45 -0.17969 -1.29244 4.63488  0.000
H46 -1.87684 -1.61040 5.01739  0.000

Force components x, y, z for each atom (eV/Å):
Tm 0.493 2.480 -0.251
P 0.700 0.316 0.512
P -0.499 1.111 -0.805
P 0.611 -0.262 -1.534
H 0.406 0.410 0.087
C 1.681 -1.934 1.694
C -1.863 -2.704 -1.046
H -0.165 0.653 -0.491
C -0.049 0.098 0.220
C -0.178 0.005 -0.226
C -0.162 -0.058 -0.095
C -0.204 -0.213 -0.154
C 0.141 -0.024 0.585
C 0.414 -0.039 0.161
C 0.011 -0.042 0.305
C 0.119 0.278 0.317
C -0.138 -0.087 -0.039
H 0.322 0.481 0.154
H -0.267 0.465 -0.346
H 0.058 0.136 -0.048
H 0.086 -0.062 0.027
H -0.203 -0.103 0.097
H 0.257 -0.156 -0.001
H -0.129 0.049 0.326
H -0.195 0.012 -0.285
H 0.212 0.172 -0.099
H -0.138 -0.228 -0.173
H -0.114 0.153 0.473
H -0.065 -0.316 0.323
H 0.268 -0.033 -0.252
H -0.017 0.540 0.095
H 0.126 -0.537 0.114
H -0.221 -0.104 -0.331
H 0.349 0.087 -0.220
H 0.058 -0.429 0.243
H -0.096 0.128 0.043
H -0.340 0.009 -0.151
H -0.120 0.092 0.212
H 0.144 -0.010 -0.117
H -0.144 0.025 -0.063
H -0.160 -0.034 0.252
H -0.246 -0.089 -0.080
H 0.135 -0.178 0.023
H -0.257 0.177 0.065
H 0.095 -0.217 -0.001
H 0.269 0.192 -0.121
C -0.612 -0.648 -1.170
C 0.382 -0.724 0.330
C 0.278 0.166 -0.162
C 0.212 0.196 0.445
C -0.117 0.238 0.104
C -0.573 0.390 0.070
O 0.105 1.812 0.562
H 0.039 -1.373 -0.344
H 0.002 -0.561 -0.161
H 0.406 0.011 0.016
H 0.094 0.331 0.449
H -0.186 0.250 0.092
H -0.474 -0.068 -0.154
C -0.178 -0.075 0.713
N 0.911 -0.819 -0.657
C -0.016 0.159 -0.166
C -0.436 1.115 0.156
C -0.110 -0.457 0.273
O -0.284 -0.312 0.388
H 0.019 -0.218 0.088
H -0.198 0.060 -0.218
H 0.014 0.344 -0.037
H -0.375 -0.250 0.113
H 0.200 0.104 0.411
H 0.095 -0.051 -0.386
H -0.117 0.158 0.141
H -0.301 0.111 -0.112
H 0.238 -0.099 -0.182

Values from the calculation:
spin multiplicity: 3
charge: +3
LUMO (spin up / spin down): -10.72 / -10.68 eV
⟨S²⟩: 2.00
highest occupied orbital energy (spin up / spin down): -0.5521 / -0.5521 Eh
F_max: 3.4 eV Å⁻¹

---

Density functional theory data (ωB97M-V with the def2-TZVPD basis set) for C21H47AlNO5 as an isolated structure.

Last column: Mulliken charge in e.
Element x y z (Å)
N1 -0.02480 -2.55130 0.26905  -0.427
C1 0.69006 -1.31131 0.59436  0.384
C2 0.49779 -0.25940 -0.48888  -0.103
C3 -0.96083 0.07927 -0.82255  -0.955
C4 -1.80333 0.55189 0.37395  -0.282
C5 -3.29912 0.23280 0.25841  -1.091
Al1 -3.85158 -1.69479 0.49914  0.269
O1 -3.17925 -2.67564 -0.86360  -0.640
H1 -1.01767 -2.38675 0.11441  0.098
H2 0.01059 -3.17050 1.07117  0.248
H3 1.74886 -1.54825 0.63827  -0.607
H4 0.42772 -0.89045 1.57411  0.404
H5 1.00626 -0.61308 -1.39293  0.227
H6 0.99856 0.66272 -0.16991  -0.095
H7 -1.43844 -0.76067 -1.33237  0.322
H8 -0.93671 0.90288 -1.54654  0.462
H9 -1.65619 1.64141 0.45376  0.300
H10 -1.41134 0.14180 1.30951  0.214
H11 -3.68166 0.60549 -0.70383  0.304
H12 -3.83568 0.80618 1.02912  0.357
H13 -5.47577 -1.85457 0.55086  -0.247
H14 -3.18377 -2.32683 1.85598  -0.342
H15 -3.38014 -2.23472 -1.69302  0.234
C6 6.05814 -0.29745 1.54998  -0.601
C7 5.57712 1.14824 1.41307  -0.664
C8 4.18920 0.94703 0.81547  0.011
O2 3.71445 -0.29424 1.33153  -0.318
C9 4.77450 -1.00722 1.96197  -0.347
H16 6.86278 -0.42910 2.27368  0.391
H17 6.39659 -0.67504 0.58283  0.239
H18 5.50569 1.61859 2.39733  0.305
H19 6.21699 1.76631 0.78322  0.373
H20 4.23383 0.88564 -0.27678  0.163
H21 3.47946 1.72910 1.07861  0.002
H22 4.63747 -0.97926 3.05034  0.293
H23 4.73558 -2.04477 1.62737  0.119
C10 3.96334 -5.48667 -1.19060  -0.578
C11 2.82544 -4.55945 -1.61284  -0.620
C12 3.16004 -3.29283 -0.84296  0.256
O3 4.59646 -3.25781 -0.74093  -0.393
C13 5.13831 -4.51756 -1.12269  -0.503
H24 4.13862 -6.31196 -1.88084  0.383
H25 3.76043 -5.90430 -0.20173  0.247
H26 2.86877 -4.37432 -2.68878  0.283
H27 1.83271 -4.93227 -1.37004  0.334
H28 2.72812 -3.31431 0.15882  0.041
H29 2.81810 -2.38464 -1.33644  -0.015
H30 5.62568 -4.42089 -2.10093  0.258
H31 5.89494 -4.81228 -0.39159  0.287
C14 2.71215 5.92543 0.56236  -0.611
C15 1.52282 5.75461 -0.38121  -0.538
C16 1.95546 4.54599 -1.20200  -0.419
O4 2.75397 3.74346 -0.33343  -0.331
C17 3.08323 4.47484 0.84568  -0.357
H32 2.47575 6.48180 1.46869  0.348
H33 3.53214 6.43465 0.05057  0.282
H34 0.62069 5.52089 0.18726  0.268
H35 1.32228 6.63042 -0.99735  0.341
H36 2.55835 4.84786 -2.06612  0.252
H37 1.11751 3.94532 -1.55656  0.234
H38 2.50270 4.07575 1.68506  0.299
H39 4.14387 4.33475 1.06289  0.246
C18 -9.30535 1.38876 -0.23952  -0.536
C19 -9.45549 -0.13192 -0.19551  -0.547
C20 -8.15772 -0.58729 -0.85574  -0.411
O5 -7.18878 0.40083 -0.53541  -0.295
C21 -7.81037 1.54507 0.02609  -0.447
H40 -9.92084 1.91289 0.49224  0.321
H41 -9.55761 1.76629 -1.23368  0.263
H42 -9.48933 -0.47480 0.84094  0.271
H43 -10.34316 -0.50241 -0.70876  0.335
H44 -8.27008 -0.64428 -1.94606  0.255
H45 -7.79226 -1.54805 -0.49221  0.266
H46 -7.60628 1.57396 1.10331  0.275
H47 -7.38002 2.44042 -0.42712  0.262

Force components x, y, z for each atom (eV/Å):
N 0.103 0.090 0.119
C -0.142 -0.175 -0.108
C -0.119 0.077 0.045
C 0.095 0.164 0.002
C -0.048 0.250 -0.065
C -0.059 -0.073 0.057
Al 0.113 -0.284 -0.065
O -0.061 0.230 0.164
H -0.014 -0.031 -0.157
H -0.018 -0.032 -0.030
H 0.098 0.126 0.151
H -0.111 -0.034 -0.019
H -0.036 0.078 -0.053
H 0.121 -0.070 0.010
H -0.022 -0.084 0.173
H -0.078 -0.124 -0.138
H 0.109 -0.034 0.094
H -0.022 -0.134 -0.040
H -0.002 0.050 0.012
H -0.054 0.013 -0.050
H -0.075 0.033 0.026
H 0.059 0.055 0.025
H 0.061 -0.122 -0.092
C 0.015 0.017 -0.019
C 0.006 -0.028 0.005
C 0.004 -0.036 -0.027
O 0.012 -0.013 0.118
C -0.005 -0.042 -0.068
H -0.001 0.019 0.006
H -0.012 -0.009 -0.001
H -0.006 -0.006 0.002
H 0.007 -0.010 -0.004
H 0.000 0.035 -0.006
H -0.011 -0.005 -0.017
H -0.002 0.025 -0.008
H 0.029 0.000 -0.004
C -0.003 -0.002 0.016
C -0.002 -0.016 -0.028
C 0.028 -0.011 -0.018
O 0.025 0.016 0.004
C -0.035 -0.002 0.003
H 0.001 0.004 -0.005
H 0.000 0.003 0.000
H 0.005 0.001 -0.001
H -0.010 0.024 0.012
H 0.006 -0.038 0.009
H 0.011 0.022 0.028
H 0.000 -0.016 -0.003
H 0.010 0.008 -0.006
C 0.008 0.008 -0.007
C -0.017 -0.003 0.013
C -0.043 -0.016 0.010
O 0.100 0.010 -0.026
C -0.066 0.000 0.001
H -0.010 -0.003 0.000
H 0.001 -0.005 -0.003
H 0.002 -0.007 -0.002
H 0.010 0.004 0.001
H -0.004 0.013 0.002
H 0.005 -0.010 0.001
H 0.011 0.021 0.017
H 0.002 -0.006 -0.008
C -0.004 -0.004 0.008
C -0.001 -0.002 0.019
C 0.004 -0.079 0.050
O 0.073 0.203 -0.155
C -0.050 -0.057 0.041
H -0.001 -0.006 0.003
H 0.007 -0.008 -0.004
H 0.005 -0.002 -0.001
H -0.001 0.014 -0.006
H -0.015 0.004 0.005
H 0.018 0.009 0.002
H 0.000 0.018 0.000
H -0.005 -0.001 -0.004

Values from the calculation:
charge: -1
LUMO: 2.46 eV
highest occupied orbital energy: -0.1587 Eh
F_max: 0.3 eV Å⁻¹